No. 1
ORCA calculation (the ωB97M-V functional and the def2-TZVPD basis) on a structure of composition C26H36N4S2SbV in a non-equilibrium geometry.

Output
⟨S²⟩ = 3.760
frontier orbital gap (alpha / beta) = 7.378 / 7.330 eV
spin multiplicity = 4
HOMO level (alpha / beta) = -10.4452 / -10.4459 eV
ΔE to the lowest compared entry with this formula, charge and spin = 1.39 kcal per mole
charge = +1

Each line ends with the Löwdin spin population.
Geometry (Å):
V 1.891 -1.223 0.185  2.8295
C 3.051 -4.731 0.496  0.0027
C 3.914 -3.723 -0.175  0.0157
N 3.617 -2.454 -0.352  0.0150
C 4.722 -1.745 -0.798  0.0073
C 5.859 -2.460 -0.908  -0.0011
S 5.563 -4.079 -0.476  0.0054
C 4.570 -0.331 -1.030  0.0054
C 5.495 0.465 -1.558  0.0001
S 4.909 2.045 -1.811  0.0017
C 3.386 1.567 -1.077  0.0066
N 3.350 0.299 -0.722  0.0130
C 2.302 2.588 -1.005  0.0022
H 2.098 -4.861 -0.021  0.0014
H 2.835 -4.381 1.503  0.0004
H 3.580 -5.669 0.532  0.0000
H 6.848 -2.131 -1.221  0.0000
H 6.488 0.168 -1.887  0.0001
H 2.571 3.409 -0.340  0.0002
H 1.373 2.194 -0.649  0.0013
H 2.115 3.061 -1.992  0.0001
N -5.302 0.507 2.113  0.0019
C -4.251 0.191 1.768  0.0004
C -2.898 -0.021 1.306  0.0039
C -1.839 0.218 2.201  -0.0003
C -0.539 0.125 1.702  0.0107
N -0.275 -0.235 0.403  0.0134
C -1.306 -0.556 -0.400  0.0104
C -2.665 -0.480 0.008  -0.0013
H -1.937 0.500 3.245  -0.0001
H 0.364 0.240 2.294  0.0039
H -1.031 -0.835 -1.412  0.0034
H -3.407 -0.717 -0.727  -0.0002
C 0.430 -4.647 4.202  0.0022
C -0.330 -3.892 3.091  0.0072
C -1.530 -3.087 3.632  0.0036
C -0.861 -4.908 2.028  0.0019
C 0.565 -2.980 2.391  0.0411
C 1.393 -2.270 1.860  -0.0121
H -0.232 -5.452 4.571  0.0004
H 0.685 -3.981 5.000  0.0001
H 1.336 -5.103 3.800  0.0001
H -2.206 -3.752 4.134  0.0005
H -2.062 -2.595 2.806  0.0002
H -1.122 -2.337 4.331  0.0002
H -1.691 -5.486 2.415  0.0002
H -0.037 -5.578 1.712  0.0001
H -1.204 -4.361 1.151  0.0004
C -1.647 5.553 -3.031  0.0000
C -1.104 5.374 -1.637  0.0000
Sb -1.523 3.405 -0.800  0.0001
C -1.786 2.248 -2.612  0.0001
C -0.470 1.655 -3.096  0.0003
C -3.642 3.613 -0.430  0.0000
C -4.510 4.261 -1.524  0.0000
H -1.528 6.599 -3.334  0.0000
H -2.714 5.338 -3.122  0.0000
H -1.139 4.886 -3.745  0.0000
H -1.577 6.067 -0.935  0.0000
H 0.004 5.534 -1.575  0.0000
H -2.296 2.846 -3.333  0.0000
H -2.452 1.449 -2.281  0.0000
H 0.137 2.484 -3.465  0.0000
H -0.583 0.968 -3.917  0.0000
H 0.080 1.185 -2.306  0.0006
H -3.707 4.138 0.494  0.0000
H -3.994 2.593 -0.223  0.0000
H -4.263 5.315 -1.628  0.0000
H -5.557 4.164 -1.309  0.0000
H -4.316 3.813 -2.509  0.0000

=====

No. 2
ORCA calculation (the ωB97M-V functional and the def2-TZVPD basis) on a cluster of 2 separate species, C3H8S2 in total in a non-equilibrium geometry.

Output
frontier orbital gap = 8.809 eV
HOMO level = -8.9960 eV
ΔE to the lowest compared entry with this formula, charge and spin = 52.72 kcal per mole
structure (SMILES) = C=CC.SS

Each line ends with the Mulliken charge.
Geometry (Å):
C 0.893 -0.097 -1.462  -0.5871
C 1.560 -1.212 -1.119  0.0377
C 1.686 -1.455 0.372  -0.9378
H 0.478 0.131 -2.436  0.2729
H 0.534 0.547 -0.671  0.1016
H 2.428 -1.623 -1.621  0.2648
H 1.138 -2.364 0.658  0.2638
H 1.368 -0.704 1.082  0.2836
H 2.675 -1.757 0.774  0.3073
S -3.268 2.552 2.118  -0.1863
S -2.797 1.433 0.294  -0.1498
H -2.650 3.581 1.573  0.1653
H -4.046 0.968 0.439  0.1641

=====

No. 3
ORCA calculation (the ωB97M-V functional and the def2-TZVPD basis) on a cluster of 2 separate species, C3H10N3O in total in a non-equilibrium geometry.

Output
frontier orbital gap (alpha / beta) = 7.833 / 7.829 eV
HOMO level (alpha / beta) = -12.5512 / -12.5481 eV
ΔE to the lowest compared entry with this formula, charge and spin = 175.44 kcal per mole
charge = +1

Each line ends with the Mulliken charge.
Geometry (Å):
C 0.954 0.477 0.106  0.7119
C -2.120 0.902 0.155  -0.8608
C 2.994 -0.615 0.150  -0.6808
N 1.167 1.671 0.013  -0.3652
N -1.362 -0.189 0.653  -0.4130
N -1.723 -1.278 -0.248  -0.1649
O 1.540 -0.629 0.015  -0.2709
H -1.733 1.346 -0.836  0.2841
H -3.231 0.703 -0.137  0.2826
H -2.219 1.847 0.820  0.2867
H 3.563 -0.870 -0.836  0.2896
H 3.387 -1.504 0.691  0.2879
H 3.546 0.349 0.565  0.3234
H 0.673 2.448 0.327  0.2971
H -2.727 -1.177 -0.368  0.3749
H -1.214 -1.348 -1.186  0.3245
H -1.495 -2.134 0.116  0.2929

=====

No. 4
ORCA calculation (the ωB97M-V functional and the def2-TZVPD basis) on the molecule C4H9NO3 in a non-equilibrium geometry.

Output
frontier orbital gap = 10.284 eV
HOMO level = -9.3835 eV
ΔE to the lowest compared entry with this formula, charge and spin = 56.62 kcal per mole
structure (SMILES) = COC(OC)C(N)=O

Each line ends with the Mulliken charge.
Geometry (Å):
C 1.570 -0.268 -1.611  -0.6728
O -0.021 0.204 -1.476  -0.5282
C -0.205 0.508 -0.169  0.4837
O 0.578 -0.478 0.554  -0.3728
C 0.916 -0.147 1.892  -0.6942
C -1.674 0.365 0.292  0.2222
N -2.454 -0.271 -0.598  -0.3193
O -2.037 0.784 1.373  -0.6366
H 1.481 -0.589 -2.642  0.2962
H 2.041 -1.072 -1.050  0.2844
H 2.103 0.674 -1.520  0.2948
H 0.174 1.510 0.118  0.3471
H 1.438 -1.013 2.300  0.2364
H 1.559 0.742 1.922  0.3075
H 0.010 0.042 2.476  0.2986
H -2.046 -0.590 -1.461  0.2226
H -3.433 -0.401 -0.400  0.2307

=====

No. 5
ORCA calculation (the ωB97M-V functional and the def2-TZVPD basis) on a structure of composition C3H7N5 in a non-equilibrium geometry.

Output
frontier orbital gap (alpha / beta) = 9.162 / 7.555 eV
HOMO level (alpha / beta) = -8.7324 / -7.8085 eV
ΔE to the lowest compared entry with this formula, charge and spin = 125.15 kcal per mole

Each line ends with the Mulliken charge.
Geometry (Å):
C -2.521 -1.189 -1.048  -0.0413
C -0.679 -0.540 -0.473  0.1713
C 1.761 0.552 1.173  -0.6330
N -1.640 -0.321 -1.367  -0.4820
N -2.140 -2.103 -0.125  -0.8594
N -0.971 -1.579 0.289  0.3678
N 1.142 1.957 -0.529  -0.3186
N 1.387 0.734 -0.192  -0.1121
H -3.392 -1.291 -1.640  0.4045
H 2.911 0.398 1.278  0.2300
H 1.493 1.397 1.774  0.3168
H 1.380 -0.464 1.438  0.2016
H -0.376 -2.135 0.773  0.2344
H 0.893 2.635 0.171  0.2283
H 0.753 1.949 -1.523  0.2917

=====

No. 6
ORCA calculation (the ωB97M-V functional and the def2-TZVPD basis) on a cluster of 2 separate species, CH3NO4 in total in a non-equilibrium geometry.

Output
frontier orbital gap = 10.774 eV
HOMO level = -10.7748 eV
ΔE to the lowest compared entry with this formula, charge and spin = 62.78 kcal per mole
structure (SMILES) = O=[N+]([O-])O.C=O

Each line ends with the Mulliken charge.
Geometry (Å):
O 0.764 -0.535 2.365  -0.5374
N 0.218 -0.571 1.321  1.0394
O -0.709 0.092 0.941  -0.5488
O 0.709 -1.473 0.434  -0.3915
H 0.352 -1.323 -0.478  0.4544
C -0.343 0.946 -1.117  0.0453
O -0.237 -0.124 -1.661  -0.5374
H 0.537 1.493 -0.736  0.2527
H -1.291 1.495 -1.069  0.2233

=====

It is found that the molar mass values, taken in the order of the records, are 641.4 108.2 104.1 119.1 113.1 93.0 g mol⁻¹.
It is found that the DFT total energy values, taken in the order of the records, are -3211.682599 -915.392951 -359.360315 -438.238844 -392.099603 -395.451838 hartree.